Entry from the OMol25 dataset: a molecular structure, C17H32AgNO5PS2 in a non-equilibrium geometry (ωB97M-V/def2-TZVPD).

Results
- Total energy: -2382.14769 hartree
- E_LUMO: -6.02 eV
- Total charge: +1

Cartesian coordinates (Å):
C -1.015 5.581 -0.526
C 0.036 5.116 -0.938
C 1.337 4.335 -1.285
C 0.880 2.920 -1.845
C 1.395 1.665 -1.024
C 0.192 0.787 -0.416
C 0.897 -0.415 0.309
C 0.196 -0.993 1.603
C 0.758 -0.451 2.972
C 2.317 -0.437 3.075
O 2.878 0.636 3.156
O 3.109 -1.598 3.087
C 3.860 -1.740 1.861
C 5.248 -2.459 2.129
O -0.620 0.450 -1.530
C -1.524 -0.625 -1.366
C -2.897 -0.286 -0.659
C -3.570 -1.581 0.022
C -3.580 -1.536 1.611
S -2.661 -2.947 2.392
C -1.890 -1.071 -2.857
N -0.555 -1.381 -3.490
O -2.460 -0.027 -3.620
O -2.674 -2.245 -2.893
P -0.618 1.995 0.843
S 0.662 3.076 1.817
H -2.086 5.658 -0.248
H 1.928 4.919 -2.043
H 1.988 4.229 -0.384
H 1.282 2.831 -2.897
H -0.241 2.929 -1.972
H 1.874 0.970 -1.783
H 2.186 1.885 -0.268
H 0.887 -1.246 -0.481
H 1.982 -0.165 0.459
H -0.911 -0.829 1.582
H 0.380 -2.108 1.602
H 0.395 -1.174 3.768
H 0.344 0.546 3.285
H 3.287 -2.339 1.083
H 4.099 -0.757 1.376
H 5.440 -3.317 1.435
H 6.092 -1.729 1.984
H 5.319 -2.813 3.190
H -1.138 -1.580 -0.903
H -3.680 0.082 -1.386
H -2.842 0.484 0.151
H -2.950 -2.483 -0.265
H -4.589 -1.790 -0.409
H -4.651 -1.629 1.937
H -3.142 -0.567 1.977
H -1.938 -3.528 1.376
H -0.656 -2.267 -3.997
H -0.394 -0.661 -4.204
H -2.559 0.794 -3.105
H -3.144 -2.193 -3.754
H -1.577 2.782 0.111
H -1.395 1.285 1.817
Ag 0.708 -2.986 -1.461

Cartesian forces, eV/Å:
C -0.078 -1.286 -0.579
C 0.634 -0.356 0.656
C -1.299 0.910 -0.066
C 0.533 0.239 -0.558
C -0.673 -0.620 -1.281
C 2.067 1.334 0.614
C -0.618 -0.224 0.004
C 0.897 -0.424 0.038
C -0.232 -1.393 0.968
C 0.654 2.232 0.067
O -0.656 -1.411 -0.191
O -1.312 0.334 -1.188
C 1.432 -0.606 -0.878
C 0.103 0.425 0.182
O -0.497 -1.146 0.688
C -2.636 -0.267 -1.035
C -1.168 -0.641 0.768
C 0.961 -0.385 -0.223
C -0.380 0.024 -1.078
S -0.043 -0.085 0.008
C 1.781 0.538 -0.001
N -0.588 -0.937 -0.052
O -0.004 -0.558 0.670
O 0.121 1.256 -0.292
P 0.120 0.606 0.609
S -0.060 -0.276 -0.030
H 1.554 0.451 -0.298
H -0.679 -0.645 0.607
H -0.777 0.143 -0.628
H -0.425 0.046 1.116
H 1.195 -0.188 0.298
H -0.490 0.539 0.867
H -0.987 0.063 -0.452
H 0.268 0.812 0.578
H -1.126 -0.256 0.048
H 0.987 -0.268 -0.077
H -0.333 1.079 0.088
H 0.301 0.651 -0.880
H 0.850 -0.815 -0.640
H 0.236 0.475 1.006
H -0.479 -0.598 0.754
H -0.358 0.712 0.647
H -0.883 -0.674 0.168
H -0.249 0.217 -0.991
H 0.119 0.938 -0.046
H 1.188 -0.145 0.510
H 0.343 -0.474 -0.843
H -0.758 0.926 0.104
H 1.018 0.415 0.595
H 1.185 0.158 0.031
H -0.493 -0.954 -0.223
H -0.678 0.749 0.268
H -0.168 0.470 -0.031
H 0.376 -0.252 0.508
H 0.097 -0.451 -0.109
H 0.131 -0.182 0.636
H 0.299 -0.760 0.067
H -0.044 -0.008 -0.885
Ag -0.277 0.544 -0.614

Results of the Mulliken charge analysis, in e, for atoms 1 through 8: number 1, C, carries -0.15; number 2, C, carries -0.35; number 3, C, carries -0.63; number 4, C, carries -0.66; number 5, C, carries -1.12; number 6, C, carries 0.40; number 7, C, carries 1.41; number 8, C, carries 0.62

---

Entry from the OMol25 dataset: 2 unconnected molecules or ions with the total composition C5H10O (ωB97M-V/def2-TZVPD).

Results
- Total energy: -271.68588 hartree
- E_LUMO: 1.02 eV
- Energy above the lowest of the compared OMol25 structures with the same formula, charge and spin: 41.88 kcal per mole

Cartesian coordinates (Å):
O -1.324 -0.241 2.399
C -0.617 -0.192 -0.706
C 0.395 -0.937 -1.517
C 0.610 -0.818 -0.041
C 1.136 0.570 0.322
C -0.102 1.208 -0.371
H -1.872 0.455 2.018
H -1.658 -0.506 -0.676
H 0.077 -1.920 -1.855
H 1.042 -0.404 -2.213
H 0.686 -1.702 0.588
H -0.971 -0.699 1.624
H 1.123 0.747 1.400
H 2.122 0.830 -0.080
H -0.734 1.748 0.340
H 0.088 1.859 -1.232

Cartesian forces, eV/Å:
O -0.112 0.040 -0.056
C -0.289 0.020 -0.084
C 0.046 -0.043 -0.139
C 0.145 -0.188 0.160
C 0.142 0.042 0.059
C -0.052 0.136 -0.048
H 0.023 -0.069 0.127
H 0.193 0.017 -0.008
H 0.062 0.160 0.040
H -0.090 -0.035 0.135
H -0.029 0.126 -0.123
H -0.016 0.044 0.076
H 0.034 -0.013 -0.176
H -0.136 -0.051 0.049
H 0.106 -0.075 -0.123
H -0.027 -0.110 0.110

Results of the Mulliken charge analysis, in e, for atoms 1 through 8: number 1, O, carries -0.67; number 2, C, carries -0.33; number 3, C, carries -0.61; number 4, C, carries -0.37; number 5, C, carries -0.48; number 6, C, carries -0.57; number 7, H, carries 0.32; number 8, H, carries 0.36

---

Entry from the OMol25 dataset: a single C6H12O2 molecule in a non-equilibrium geometry (ωB97M-V/def2-TZVPD).

Results
- Total energy: -386.13620 hartree
- E_LUMO: 0.95 eV
- Energy above the lowest of the compared OMol25 structures with the same formula, charge and spin: 115.44 kcal per mole

Cartesian coordinates (Å):
C 2.344 -0.728 -0.072
C 1.081 -0.117 0.137
C 0.946 1.435 0.072
C -1.409 1.060 -0.510
C -1.163 -0.312 -0.456
C -1.814 -1.180 0.573
H 2.704 -1.751 0.662
H 3.039 0.040 0.549
H 2.600 -0.729 -1.166
H 0.627 -0.353 1.095
H 1.604 2.029 0.869
H 1.091 1.772 -0.841
H -1.179 1.262 -1.526
H -2.275 1.733 -0.149
H -1.676 -0.711 -1.296
H -1.962 -2.314 0.301
H -2.891 -0.921 0.395
H -1.493 -1.296 1.718
O -0.414 1.685 0.457
O 0.241 -0.603 -0.811

Cartesian forces, eV/Å:
C 6.149 -0.650 3.329
C -1.758 1.807 1.755
C -0.089 -1.194 6.322
C 1.036 6.039 3.005
C 0.387 -5.233 -0.764
C -1.359 -3.129 2.459
H -1.718 2.598 -2.871
H -0.740 -1.550 -1.876
H 0.165 -0.439 1.252
H 0.385 -0.120 0.710
H -1.231 -1.410 -1.713
H 1.041 1.712 -4.544
H 0.403 1.350 -1.001
H 0.483 -2.316 -0.830
H -0.350 -0.403 -1.328
H 1.167 1.942 -0.095
H 0.641 0.266 1.201
H -0.746 1.123 -2.490
O -0.294 0.122 -1.369
O -3.571 -0.515 -1.153

Results of the Mulliken charge analysis, in e, for atoms 1 through 8: number 1, C, carries -1.09; number 2, C, carries 0.54; number 3, C, carries -0.69; number 4, C, carries -0.45; number 5, C, carries 0.40; number 6, C, carries -1.20; number 7, H, carries 0.26; number 8, H, carries 0.25

---

Entry from the OMol25 dataset: a single C4H5NO molecule in a non-equilibrium geometry (ωB97M-V/def2-TZVPD).

Results
- Total energy: -285.16147 hartree
- E_LUMO: -0.12 eV
- Energy above the lowest of the compared OMol25 structures with the same formula, charge and spin: 158.83 kcal per mole

Cartesian coordinates (Å):
C 1.504 -0.655 -0.205
C 0.883 0.458 0.561
O -1.145 1.527 1.097
N -0.314 0.830 0.316
C -1.595 0.257 -0.013
C -2.430 -0.248 -0.753
H 1.490 1.194 1.079
H 0.844 -1.516 -0.310
H 1.810 -0.321 -1.199
H 2.399 -0.997 0.314
H -3.446 -0.528 -0.887

Cartesian forces, eV/Å:
C 0.286 -0.253 0.083
C 0.529 0.669 -1.566
O 0.452 2.384 1.202
N -3.336 -2.594 0.996
C 2.632 0.145 -1.577
C 0.025 -0.439 0.532
H -0.200 -0.243 0.564
H -0.180 0.185 -0.051
H -0.019 -0.020 0.002
H 0.015 0.080 -0.006
H -0.205 0.087 -0.179

Results of the Mulliken charge analysis, in e, for atoms 1 through 8: number 1, C, carries -1.02; number 2, C, carries -0.01; number 3, O, carries -0.53; number 4, N, carries 0.40; number 5, C, carries -0.08; number 6, C, carries -0.41; number 7, H, carries 0.40; number 8, H, carries 0.32

---

Entry from the OMol25 dataset: 2 unconnected molecules or ions with the total composition C9H12O in a non-equilibrium geometry (ωB97M-V/def2-TZVPD).

Results
- Total energy: -425.16426 hartree
- E_LUMO: 0.93 eV
- Energy above the lowest of the compared OMol25 structures with the same formula, charge and spin: 129.58 kcal per mole

Cartesian coordinates (Å):
C -3.306 0.326 -1.155
C -3.666 -0.183 -0.149
C 2.763 0.362 0.733
C 0.656 -1.932 0.974
C 1.903 0.249 -0.286
C 0.119 -0.732 1.141
C -0.481 -0.026 -1.339
C 0.163 1.667 0.394
C 0.333 0.191 -0.075
O -0.107 2.042 1.483
H -3.445 0.874 -2.036
H 3.875 0.362 0.525
H 2.604 0.220 1.822
H 0.620 -2.677 1.746
H 1.517 -1.980 0.205
H 2.315 0.234 -1.206
H -0.639 -0.384 1.828
H -1.129 -0.907 -1.143
H -1.077 0.762 -1.719
H 0.295 -0.219 -2.152
H 0.375 2.423 -0.361
H -3.691 -0.673 0.770

Cartesian forces, eV/Å:
C -1.248 0.855 -1.062
C 0.399 -0.645 1.132
C 1.750 -0.849 0.084
C 2.052 0.388 0.187
C -1.638 0.199 3.730
C -1.039 -0.069 -2.627
C 1.940 -2.442 -0.769
C 0.120 -0.786 -1.142
C 2.046 2.414 1.907
O -0.508 0.075 1.709
H 0.516 0.330 -0.816
H -1.391 0.228 -0.066
H -0.603 0.480 -0.930
H -0.229 -0.532 -0.013
H -1.843 -0.519 1.219
H 0.914 0.147 -3.264
H 0.152 -0.347 0.437
H 0.544 0.548 -0.691
H -0.412 1.039 0.183
H -1.253 -0.247 0.706
H 0.061 0.207 -0.796
H -0.330 -0.474 0.883

Results of the Mulliken charge analysis, in e, for atoms 1 through 8: number 1, C, carries -0.56; number 2, C, carries -0.24; number 3, C, carries -0.67; number 4, C, carries -0.82; number 5, C, carries -1.11; number 6, C, carries -0.60; number 7, C, carries -1.61; number 8, C, carries -0.40

---

Entry from the OMol25 dataset: a molecular structure, C29H28Cl8F40O5 in a non-equilibrium geometry (ωB97M-V/def2-TZVPD).

Results
- Total energy: -9173.65606 hartree
- Spin multiplicity: 2
- E_LUMO (spin up / spin down): -4.08 / -10.89 eV
- Total charge: +1

Cartesian coordinates (Å):
C 3.065 5.776 0.642
C 2.041 5.616 -0.515
C 1.451 6.952 -0.990
F 0.636 7.494 -0.034
F 2.453 7.766 -1.433
F 2.725 5.056 -1.519
F 1.080 4.758 -0.254
O 3.822 4.565 0.849
C 4.891 4.548 1.785
C 5.563 3.145 1.854
F 4.832 2.083 2.289
F 6.122 2.811 0.717
F 5.867 5.337 1.316
F 4.341 4.837 2.990
H 2.619 6.041 1.601
H 3.747 6.582 0.372
H 0.731 6.727 -1.777
H 6.370 3.002 2.573
C -1.891 -1.091 -1.380
C -2.891 -1.849 -0.462
C -2.483 -3.276 -0.156
F -2.705 -4.164 -1.175
F -1.228 -3.434 0.313
F -3.082 -1.153 0.667
F -4.048 -1.848 -1.146
O -0.797 -0.478 -0.741
C 0.377 -0.280 -1.562
C 1.201 0.895 -0.895
F 2.144 1.459 -1.621
F 0.436 1.857 -0.357
F 1.171 -1.412 -1.517
F 0.039 0.066 -2.828
H -2.383 -0.325 -1.980
H -1.571 -1.787 -2.155
H -3.150 -3.652 0.621
H 1.781 0.513 -0.056
C -0.036 4.483 5.233
C 0.172 4.119 3.733
C 1.316 3.055 3.475
F 1.470 2.864 2.116
F 2.533 3.258 4.062
F -1.003 3.733 3.394
F 0.461 5.211 3.049
O 0.320 3.455 6.150
C -0.560 3.083 7.191
C 0.219 3.316 8.503
F 1.513 2.936 8.590
F 0.254 4.563 8.911
F -1.778 3.703 7.301
F -0.892 1.740 7.047
H -1.032 4.843 5.490
H 0.688 5.268 5.455
H 0.904 2.148 3.917
H -0.310 2.810 9.310
C 1.449 -6.652 -0.033
C 0.343 -6.518 -1.061
C 0.700 -5.285 -2.006
F 1.964 -5.089 -2.486
F -0.100 -5.122 -3.043
F 0.223 -7.678 -1.781
F -0.843 -6.439 -0.610
O 1.596 -5.584 0.828
C 1.895 -5.781 2.205
C 1.985 -4.510 3.093
F 2.047 -4.805 4.429
F 3.145 -3.856 2.810
F 0.964 -6.542 2.776
F 3.025 -6.510 2.146
H 2.408 -6.885 -0.495
H 1.210 -7.491 0.621
H 0.583 -4.388 -1.398
H 1.132 -3.844 2.962
C -4.167 -1.660 -5.065
C -2.638 -1.592 -5.628
C -2.021 -2.956 -5.987
F -0.831 -2.931 -6.524
F -2.152 -3.984 -5.080
F -2.635 -0.711 -6.602
F -1.849 -1.149 -4.656
O -5.050 -2.260 -6.095
C -6.350 -2.639 -5.673
C -6.915 -3.676 -6.662
F -8.063 -4.267 -6.465
F -6.898 -3.282 -7.941
F -6.275 -3.260 -4.454
F -7.026 -1.495 -5.667
H -4.578 -0.691 -4.782
H -4.238 -2.143 -4.091
H -2.634 -3.370 -6.787
H -6.236 -4.521 -6.778
C 1.421 -0.908 3.004
Cl 1.312 -1.689 1.420
Cl -0.066 -0.829 4.016
H 2.070 -1.441 3.699
H 1.623 0.151 2.841
C -3.019 1.091 2.807
Cl -3.330 2.308 1.568
Cl -2.838 1.748 4.432
H -3.715 0.254 2.859
H -2.043 0.703 2.518
C 4.303 -1.309 -2.991
Cl 5.666 -0.627 -3.825
Cl 5.051 -2.128 -1.621
H 3.741 -0.476 -2.569
H 3.713 -1.971 -3.624
C -0.885 3.383 -2.908
Cl -1.555 2.344 -4.176
Cl -0.684 5.006 -3.644
H -1.527 3.344 -2.028
H 0.073 2.886 -2.760

Cartesian forces, eV/Å:
C 0.507 0.179 0.903
C 2.201 0.521 1.419
C -1.114 -0.690 -0.704
F 1.253 0.348 0.244
F -0.848 -0.159 0.803
F 0.594 0.018 -1.433
F -1.563 -0.610 0.763
O 0.848 -0.874 0.137
C -2.919 -1.262 -1.960
C 1.109 -1.067 2.373
F -1.857 0.125 -0.572
F 0.050 -0.109 -2.371
F -0.026 0.835 1.210
F 1.521 0.710 -0.319
H -0.501 0.094 -0.222
H -0.011 0.055 -0.205
H 0.490 0.047 -0.618
H 0.298 1.821 0.434
C -0.286 -0.193 -1.457
C 1.825 1.685 -1.676
C -1.763 -2.209 1.440
F 0.671 1.117 -0.320
F 0.350 0.632 -0.588
F 0.034 -0.258 0.636
F -0.399 -0.487 -0.032
O 2.749 0.221 -0.799
C -1.965 1.160 1.811
C 0.057 -1.265 3.130
F 0.638 0.564 -2.448
F -0.765 0.083 -0.786
F -0.600 0.819 -0.935
F 0.591 -1.003 0.677
H -0.666 0.072 0.421
H 0.214 -0.446 0.123
H -0.097 0.275 0.357
H -0.466 -0.786 0.202
C 1.708 1.006 0.825
C 2.405 0.337 3.208
C -1.221 -1.048 0.171
F 0.103 0.375 1.033
F -1.168 0.622 -0.635
F -2.424 -1.997 -2.428
F 0.483 1.599 -0.818
O -1.683 -0.939 0.602
C 0.922 -0.653 -0.896
C -0.468 -1.693 2.564
F -0.037 -0.874 -1.378
F -0.607 2.543 -0.654
F 1.520 0.022 -0.602
F 0.785 1.453 0.229
H -0.055 -0.006 -0.791
H -0.113 0.342 -0.095
H 0.162 -0.382 -0.146
H -0.237 -0.674 -0.201
C 0.373 -2.478 1.355
C 3.061 -0.400 -2.935
C -0.660 1.904 1.454
F 0.723 -1.452 0.160
F -1.024 -0.758 -0.946
F 1.700 -0.272 -0.537
F -3.007 2.015 2.187
O -0.578 3.864 1.929
C -0.095 -1.347 -2.307
C 0.711 0.564 0.321
F -0.114 -0.491 -1.077
F -0.296 -0.074 -0.258
F -0.554 -0.408 0.219
F 0.614 0.127 1.169
H -0.142 0.058 -0.428
H -0.252 -0.622 -0.521
H -0.416 -0.100 0.649
H -0.018 -0.163 -0.323
C -0.095 -0.565 -0.553
C -2.412 -1.528 1.992
C -4.071 -2.296 -2.966
F 2.401 0.798 0.534
F 0.707 1.416 0.976
F 0.503 0.227 -1.286
F 0.744 1.317 1.670
O 0.501 -0.839 1.109
C 2.010 0.373 -0.585
C 2.866 -2.440 -1.746
F -2.271 0.503 1.491
F -0.415 2.034 -0.950
F -0.622 0.898 -0.536
F -1.155 -0.060 0.998
H 0.566 0.625 -0.768
H 0.400 -0.950 -0.338
H -0.539 0.434 -0.325
H 0.887 0.062 1.335
C -0.527 0.541 0.989
Cl -0.216 -0.007 0.522
Cl -0.280 -0.264 -0.592
H 0.533 0.228 -0.753
H 0.611 -0.401 -0.043
C 1.191 -0.526 -0.130
Cl -0.560 -0.029 0.055
Cl -0.324 -0.040 0.214
H -0.317 0.544 -0.331
H -0.154 -0.136 0.231
C -1.763 0.670 0.203
Cl 0.845 -0.401 0.340
Cl 0.710 0.030 -0.465
H -0.193 -0.202 -0.204
H 0.245 -0.074 0.181
C 0.400 -0.416 -0.960
Cl -0.687 -0.395 -0.168
Cl 0.043 -0.374 0.851
H 0.143 0.444 -0.212
H 0.047 0.836 0.480

Results of the Mulliken charge analysis, in e, for atoms 1 through 8: number 1, C, carries -1.17; number 2, C, carries 0.95; number 3, C, carries 0.31; number 4, F, carries -0.25; number 5, F, carries -0.26; number 6, F, carries -0.33; number 7, F, carries -0.12; number 8, O, carries -0.33